# 1
CH3N3O | the ωB97M-V functional and the def2-TZVPD basis

Its spin multiplicity is 1. The charge is 0. Its SMILES is N=C=N.N=O. As for the HOMO-LUMO gap: 9.088 eV. The HOMO energy is -0.360 hartree. For the electronic energy, the calculation gives -7599.63730 eV. The energy relative to the best compared isomer or geometry (same formula, charge and spin) comes out at 382.6 kJ/mol.

Last column: natural (NBO) charge in e.
Atoms and positions in Å:
C: 1.33473 -0.19891 0.21706  0.662
N: 0.71876 -1.07881 0.79809  -0.751
N: 2.04589 0.52411 -0.47940  -0.746
N: -1.81485 0.87693 -0.29848  0.002
O: -2.06257 -0.30323 -0.37319  -0.248
H: -0.05038 -1.77871 0.54304  0.444
H: 1.88292 1.49847 -0.42614  0.387
H: -2.35438 1.43042 -1.04838  0.250


# 2
C6H12N | the ωB97M-V functional and the def2-TZVPD basis

Its spin multiplicity is 1. The charge is +1. As for the HOMO-LUMO gap: 4.849 eV. The HOMO energy is -0.445 hartree. For the electronic energy, the calculation gives -7890.38074 eV. The energy relative to the best compared isomer or geometry (same formula, charge and spin) comes out at 934.1 kJ/mol.

Last column: natural (NBO) charge in e.
Atoms and positions in Å:
C: 2.22625 0.00140 -0.31094  -0.654
C: 1.18369 0.76571 0.54151  -0.010
C: -0.02417 1.08678 -0.31173  -0.518
C: -0.99621 -0.11371 0.01122  0.021
C: -2.20536 -0.00594 0.89854  -0.433
C: -0.57085 -1.26082 -0.75053  -0.062
N: -1.48300 -0.75025 -1.66779  -0.429
H: 2.93690 0.73541 -0.72499  0.276
H: 1.65677 -0.45092 -1.16834  0.242
H: 2.83104 -0.75286 0.25771  0.256
H: 1.61720 1.60012 1.15772  0.279
H: 0.74075 0.05695 1.39765  -0.073
H: 0.04540 1.04609 -1.45234  0.311
H: -0.45093 2.09910 -0.15864  0.264
H: -2.46854 0.90502 1.38942  0.219
H: -2.93725 -0.73109 1.15387  0.227
H: -0.59936 -2.26697 -0.37376  0.213
H: 0.62897 -0.50472 2.04841  0.493
H: -2.13132 -1.45929 -1.93700  0.377


# 3
C46H48GaN3P | the ωB97M-V functional and the def2-TZVPD basis

Its spin multiplicity is 1. The charge is -1. As for the HOMO-LUMO gap (alpha / beta): 3.869 / 4.151 eV. The HOMO energy (alpha / beta) is -0.093 / -0.093 hartree. For the electronic energy, the calculation gives -114609.86860 eV. The energy relative to the best compared isomer or geometry (same formula, charge and spin) comes out at 399.9 kJ/mol.

Last column: Löwdin charge in e.
Atoms and positions in Å:
Ga: -0.02389 -0.77704 -0.53423  0.844
N: 0.93145 -3.37106 3.42980  0.108
N: 0.71994 -2.93254 -2.47906  -0.031
C: 2.47640 2.42837 -0.83605  -0.266
C: 3.52344 1.52766 -0.50626  -0.265
C: 3.46039 1.27173 0.89127  -0.275
C: 4.32127 0.34189 1.65091  -0.089
H: 5.26439 0.16481 1.12066  0.058
H: 3.83761 -0.63754 1.79858  0.054
H: 4.55353 0.74607 2.64518  0.062
C: 2.39231 2.04090 1.42700  -0.270
C: 1.98450 2.12913 2.84533  -0.080
H: 1.94228 3.17804 3.18013  0.072
H: 2.70243 1.60364 3.48696  0.064
H: 0.98612 1.69513 3.00824  0.045
C: 1.77054 2.73666 0.35796  -0.275
C: 0.58719 3.61137 0.48435  -0.079
H: -0.32917 3.03380 0.69004  0.055
H: 0.42986 4.18146 -0.43854  0.061
H: 0.71884 4.32704 1.30894  0.065
C: 4.51667 0.98454 -1.45772  -0.079
H: 5.21690 1.76489 -1.79911  0.073
H: 4.02573 0.57249 -2.35154  0.041
H: 5.10387 0.18793 -0.98773  0.057
C: 2.19734 2.98890 -2.17706  -0.075
H: 1.11782 3.10001 -2.34520  0.059
H: 2.59136 2.33420 -2.96381  0.055
H: 2.66115 3.98118 -2.31153  0.073
C: 0.50343 -4.57956 3.64439  -0.151
H: 0.80963 -5.06013 4.56312  0.102
C: -0.29043 -5.30202 2.73858  -0.073
H: -0.78211 -6.20304 3.08433  0.092
C: -0.40427 -4.78511 1.45721  -0.090
H: -1.00386 -5.31391 0.70732  0.115
C: 0.17826 -3.58392 1.12089  -0.022
H: 0.04244 -3.25238 0.08529  0.048
C: 0.69085 -2.81550 2.22205  -0.273
C: 0.80914 -1.39334 2.27887  -0.090
H: 1.64660 -1.01398 1.66264  0.080
C: 0.21580 -1.70453 -2.57212  -0.376
C: 1.53641 -3.23600 -3.58250  -0.162
H: 2.28945 -4.03027 -3.56101  0.090
C: 1.36210 -2.25826 -4.49678  -0.121
H: 1.61557 -2.21174 -5.55546  0.108
N: 0.68312 -1.21295 -3.84948  -0.036
C: 0.63995 0.09476 -4.37530  -0.127
C: 1.70322 0.56882 -5.18215  -0.197
C: 1.55859 1.75904 -5.92331  -0.013
H: 2.37749 2.07443 -6.56159  0.109
C: 0.41053 2.54962 -5.82935  -0.279
C: 0.26984 3.77163 -6.68199  -0.064
H: -0.28173 4.56040 -6.17176  0.074
H: -0.26260 3.56761 -7.61512  0.077
H: 1.24635 4.16663 -6.96003  0.071
C: -0.57520 2.13481 -4.93193  -0.014
H: -1.45071 2.76546 -4.78110  0.118
C: -0.49295 0.91974 -4.22847  -0.194
C: -1.63713 0.53536 -3.34801  -0.075
H: -1.49630 -0.47086 -2.90863  0.012
H: -2.58392 0.55607 -3.91854  0.087
H: -1.74208 1.27106 -2.53189  0.088
C: 3.02506 -0.12291 -5.21543  -0.061
H: 3.02176 -1.08659 -5.74548  0.058
H: 3.42531 -0.27749 -4.19794  0.082
H: 3.72291 0.51564 -5.77013  0.077
C: -4.71163 3.25344 2.61197  -0.105
C: -3.39557 3.34986 3.07749  -0.086
C: -2.48846 2.32876 2.80405  -0.105
C: -2.91204 1.19604 2.08157  -0.361
C: -4.21637 1.12514 1.56659  -0.090
C: -5.11716 2.15148 1.84956  -0.098
P: -1.71316 -0.15912 1.84477  0.996
C: -1.11816 -0.38473 3.53457  -0.298
C: 0.30680 -0.81556 3.60318  -0.323
C: 0.61041 -1.26423 4.98648  -0.031
C: -0.23598 -1.09598 6.07595  -0.111
C: -1.55502 -0.66650 5.95121  -0.106
C: -1.98625 -0.31704 4.65736  -0.102
C: -2.73290 -1.65857 1.47001  -0.358
C: -3.10583 -2.57118 2.46709  -0.070
C: -3.83612 -3.71024 2.12141  -0.087
C: -4.15231 -3.96674 0.78606  -0.096
C: -3.73454 -3.08904 -0.21816  -0.077
C: -3.04144 -1.92903 0.12604  -0.139
H: -5.42248 4.04506 2.84315  0.093
H: -3.07178 4.20935 3.66652  0.103
H: -1.46934 2.37457 3.19674  0.104
H: -4.52516 0.25185 0.98845  0.094
H: -6.14040 2.08069 1.48025  0.096
H: 1.15438 -0.13206 3.54888  0.115
H: 1.66127 -1.48352 5.15480  0.112
H: 0.14171 -1.36508 7.07876  0.102
H: -2.22326 -0.66273 6.83279  0.102
H: -3.04468 -0.04236 4.60016  0.113
H: -2.83054 -2.38197 3.50372  0.096
H: -4.15055 -4.40052 2.90859  0.103
H: -4.72264 -4.85838 0.52324  0.099
H: -3.95040 -3.29290 -1.26878  0.107
H: -2.73127 -1.22908 -0.66115  0.076


# 4
C3H10N2OS | the ωB97M-V functional and the def2-TZVPD basis

Its spin multiplicity is 1. The charge is 0. As for the HOMO-LUMO gap (alpha / beta): 6.960 / 8.405 eV. The HOMO energy (alpha / beta) is -0.327 / -0.330 hartree. For the electronic energy, the calculation gives -19128.89338 eV. The energy relative to the best compared isomer or geometry (same formula, charge and spin) comes out at 784.9 kJ/mol.

Last column: natural (NBO) charge in e.
Atoms and positions in Å:
C: 1.13197 0.66086 0.31971  -0.657
C: 0.40183 -1.48163 -0.78606  -0.641
C: 0.12164 -0.45369 0.23148  -0.363
N: -1.11113 1.16954 -1.48398  -1.087
N: -1.67242 1.35854 1.13153  -1.004
O: -2.76088 -1.56483 0.62827  -0.473
S: -1.47582 0.34042 -0.24308  1.406
H: 1.04072 1.05892 -0.74839  0.244
H: 0.78414 1.44959 0.98660  0.240
H: 2.20285 0.25193 0.45081  0.231
H: -0.39007 -2.20792 -0.89274  0.246
H: 1.38454 -2.15706 -0.53201  0.219
H: 0.67896 -1.12287 -1.76663  0.230
H: -0.19201 -0.97778 1.20564  0.242
H: -1.97354 1.65157 -1.90549  0.387
H: -2.73284 1.69087 0.84480  0.383
H: -1.84208 0.71942 1.92842  0.395


# 5
C23H20CeClFP | the ωB97M-V functional and the def2-TZVPD basis

Its spin multiplicity is 2. The charge is 0. As for the HOMO-LUMO gap (alpha / beta): 7.154 / 8.359 eV. The HOMO energy (alpha / beta) is -0.254 / -0.298 hartree. For the electronic energy, the calculation gives -61631.39349 eV. Its expectation value of S² is 0.753.

Last column: Löwdin spin population.
Atoms and positions in Å:
C: -1.13210 -1.33797 3.88985  0.007
C: -0.99982 -2.00682 2.57556  0.021
C: 0.45165 -2.22986 2.33652  0.048
H: -1.77512 -2.25281 1.93373  0.000
C: 1.17756 -1.68613 3.50563  0.033
C: 0.19629 -1.16326 4.45713  0.007
H: 0.42227 -0.67069 5.36163  0.000
H: -2.02246 -0.96563 4.28107  0.000
H: 0.88273 -2.66183 1.49997  0.006
H: 2.20934 -1.61748 3.58758  0.001
Ce: -0.00320 0.07368 2.48306  0.864
Cl: 1.99768 1.36592 2.58049  -0.005
P: 0.04934 0.29441 0.06431  0.011
C: 1.28267 -0.76107 -0.71362  0.004
C: 0.97863 -1.46183 -1.87447  0.002
H: -0.02126 -1.44102 -2.28400  0.000
C: 1.96591 -2.20362 -2.52296  0.000
H: 1.71775 -2.75060 -3.42421  0.000
C: 3.25968 -2.23601 -2.01773  0.002
H: 4.02627 -2.81174 -2.52342  0.000
C: 3.56749 -1.52184 -0.86461  0.000
H: 4.57607 -1.53311 -0.47042  0.000
C: 2.58370 -0.78927 -0.21350  0.002
H: 2.82974 -0.22556 0.68110  0.000
C: -1.56109 -0.18578 -0.58024  0.000
C: -2.01536 -1.50054 -0.49309  -0.001
H: -1.38091 -2.27318 -0.07121  0.000
C: -3.27822 -1.83759 -0.96207  0.000
H: -3.61819 -2.86455 -0.90096  0.000
C: -4.10117 -0.85896 -1.51011  -0.001
H: -5.08814 -1.11957 -1.87317  0.000
C: -3.65292 0.45425 -1.58694  0.000
H: -4.29001 1.22248 -2.00726  0.000
C: -2.38768 0.79180 -1.12537  -0.001
H: -2.04584 1.81720 -1.18289  0.000
C: 0.37292 1.94926 -0.53814  0.002
C: 0.87940 2.06522 -1.82212  0.000
H: 1.12731 1.18366 -2.39832  0.000
C: 1.08512 3.32295 -2.38364  0.000
H: 1.48407 3.40226 -3.38751  0.000
C: 0.78715 4.46719 -1.65325  0.000
H: 0.94986 5.44627 -2.08788  0.000
C: 0.28311 4.34989 -0.36304  0.000
H: 0.05455 5.23764 0.21450  0.000
C: 0.07668 3.09853 0.19775  0.000
H: -0.31585 3.01246 1.20585  0.000
F: -1.58563 1.41325 2.98046  -0.004


# 6
C18H23F6HoIN4O5SSb | the ωB97M-V functional and the def2-TZVPD basis

Its spin multiplicity is 6. The charge is +1. As for the HOMO-LUMO gap (alpha / beta): 7.101 / 4.424 eV. The HOMO energy (alpha / beta) is -0.397 / -0.397 hartree. For the electronic energy, the calculation gives -102816.36446 eV. Its expectation value of S² is 8.791. The energy relative to the best compared isomer or geometry (same formula, charge and spin) comes out at 0.0 kJ/mol.

Last column: Löwdin spin population.
Atoms and positions in Å:
Ho: 0.05343 -0.14549 0.25062  4.027
C: -0.10227 3.59935 3.02676  -0.001
C: -0.46328 2.80396 1.80614  0.015
O: 0.06430 1.71585 1.63745  0.036
C: -1.45063 3.34345 0.85169  0.125
C: -2.10327 4.53485 1.08801  0.031
C: -3.08507 5.01965 0.21762  0.253
C: -3.46238 4.28319 -0.91549  -0.010
C: -2.85281 3.09378 -1.18614  0.179
C: -1.78697 2.59613 -0.35190  0.087
O: -1.17697 1.56428 -0.69794  0.254
H: 0.66887 3.06610 3.57528  0.000
H: -0.97756 3.73535 3.66494  0.000
H: 0.26564 4.58860 2.75060  0.000
H: -1.86888 5.10280 1.97716  -0.002
H: -3.57427 5.95945 0.43436  0.012
H: -4.23986 4.65559 -1.56835  -0.005
H: -3.13393 2.49286 -2.04184  0.007
C: -0.24270 -1.24522 -4.62549  0.000
C: -0.45678 -0.28442 -3.46352  0.000
C: -0.82911 1.11303 -3.94889  0.000
O: 0.70377 -0.15963 -2.64215  0.000
C: -1.59831 -0.82080 -2.59141  0.000
O: -2.75308 -0.97659 -2.89148  0.000
O: -1.17441 -1.13842 -1.35884  -0.003
H: 0.57208 -0.87992 -5.24919  0.000
H: -1.15201 -1.30673 -5.22131  0.000
H: 0.00741 -2.24660 -4.26876  0.000
H: -0.06343 1.47535 -4.63345  0.000
H: -0.88535 1.78921 -3.10074  0.000
H: -1.79076 1.08298 -4.45908  0.000
H: 1.13372 -1.02105 -2.55750  0.000
N: -0.45460 -0.79846 3.00580  -0.001
N: 0.30039 -1.98109 3.15194  0.000
C: 1.57697 -1.94833 2.74457  0.000
N: 2.25261 -3.09526 2.67633  0.000
S: 2.30688 -0.44833 2.43975  -0.002
H: -0.18401 -0.16351 3.74897  0.000
H: -1.43626 -1.03062 3.10347  0.000
H: -0.22198 -2.84191 3.12352  0.000
H: 1.78519 -3.98619 2.72899  0.000
H: 3.19936 -3.07314 2.34774  0.000
F: 1.38606 -1.53371 -0.24466  -0.002
Sb: -2.67727 -1.72167 -0.19032  0.000
F: -4.17243 -0.62341 -0.51339  0.000
F: -3.50568 -2.37947 1.37613  0.000
F: -2.12851 -0.13488 1.00053  0.003
F: -1.00377 -2.35072 0.78780  -0.002
F: -2.79926 -3.39340 -1.03066  0.000
I: 2.19563 4.89380 -2.89195  0.000
C: 2.68991 3.06352 -2.00401  0.000
C: 3.89050 2.42471 -2.26423  0.000
C: 4.13201 1.22127 -1.61974  0.000
C: 3.16715 0.69732 -0.77566  0.000
N: 2.00185 1.30778 -0.54252  0.000
C: 1.78470 2.48092 -1.13716  0.000
H: 4.61747 2.84750 -2.94402  0.000
H: 5.06188 0.69356 -1.77741  0.000
H: 3.31847 -0.24574 -0.26781  0.000
H: 0.85118 2.98200 -0.91859  0.000